This record from the Open Molecules 2025 dataset describes a single C9H14N2 molecule at a distorted geometry. The level of theory is ωB97M-V with the def2-TZVPD basis set.

Properties
- energy (a.u.) = -460.808380
- HOMO-LUMO gap (eV) = 8.7
- 2S+1 = 1
- charge = 0
- SMILES = CCN(CC)c1ccccn1
- energy relative to the best compared isomer or geometry (same formula, charge and spin) (kcal per mole) = 27.68
- highest occupied orbital energy (eV) = -7.8

Each line ends with the Löwdin charge.
Element x y z (Å)
1 C -1.48 0.99 -0.48  -0.249
2 H -2.23 -0.60 0.98  0.121
3 N -0.63 -0.08 -0.01  -0.107
4 H 1.01 2.00 -0.27  0.062
5 H 4.63 -0.24 -0.19  0.098
6 H -1.06 1.46 -1.37  0.121
7 C 2.85 1.08 -0.26  -0.084
8 H -2.55 2.89 0.14  0.098
9 H -0.87 2.68 0.67  0.054
10 H -0.82 -1.60 1.35  0.099
11 H -2.40 0.57 -0.81  0.102
12 C 2.77 -1.19 0.31  -0.193
13 H -2.19 1.78 1.47  0.084
14 H -2.47 -3.07 -0.08  0.052
15 H 3.36 -2.11 0.55  0.110
16 H -0.93 -2.73 -1.01  0.111
17 C 0.74 -0.13 0.10  -0.217
18 C -1.38 -1.21 0.53  -0.216
19 C 3.55 -0.15 -0.06  -0.103
20 N 1.41 -1.35 0.32  0.113
21 C -1.87 -2.28 -0.47  -0.066
22 H 3.32 2.03 -0.45  0.098
23 C 1.50 1.09 -0.21  -0.027
24 C -1.78 2.11 0.48  -0.092
25 H -2.47 -1.92 -1.25  0.032

This record from the Open Molecules 2025 dataset describes a single C9H14N2O2S molecule at a distorted geometry. The level of theory is ωB97M-V with the def2-TZVPD basis set.

Properties
- energy (a.u.) = -1009.309230
- HOMO-LUMO gap (spin up / spin down) (eV) = 6.7 / 6.7
- 2S+1 = 1
- charge = 0
- energy relative to the best compared isomer or geometry (same formula, charge and spin) (kcal per mole) = 157.81
- highest occupied orbital energy (spin up / spin down) (eV) = -7.3 / -7.3

Each line ends with the Löwdin charge.
Element x y z (Å)
1 O -3.46 -1.93 2.15  -0.660
2 C 1.55 -0.12 -0.48  -0.251
3 O -0.69 2.25 2.64  0.082
4 H -3.22 -2.17 -0.40  0.089
5 S -3.47 -0.67 1.34  0.833
6 H 0.60 2.39 0.34  0.146
7 C -3.19 -1.08 -0.23  -0.499
8 H 2.60 -1.53 -1.62  0.030
9 H 1.40 -0.61 -2.58  0.071
10 H -1.56 2.77 1.09  0.124
11 H 2.41 0.62 -0.68  0.138
12 C 0.15 0.45 -0.58  -0.145
13 N -1.44 2.30 0.19  0.103
14 C -2.68 1.01 -1.51  -0.188
15 C -2.32 1.91 -0.60  -0.017
16 H -0.16 -0.05 3.55  0.068
17 C -0.09 1.60 0.52  -0.144
18 H -0.15 -0.87 2.12  0.100
19 H 1.28 -0.05 2.67  0.048
20 H 1.82 -0.58 0.49  0.101
21 C -0.22 1.34 1.95  -0.341
22 H -0.57 -0.23 -0.31  0.056
23 H -0.13 0.79 -1.65  0.150
24 H -2.96 1.20 -2.54  0.117
25 C 1.65 -1.12 -1.64  -0.123
26 N -3.03 -0.29 -1.31  -0.047
27 H 0.92 -2.05 -1.73  0.124
28 C 0.27 0.02 2.61  0.035